1.
C2H6O | wB97M-V/def2-TZVPD

The calculation puts the LUMO energy at -1.23 eV. The relative energy (zero: lowest compared OMol25 entry of this formula, charge and spin) is 140.5 kcal per mole. The charge is 0. Its HOMO-LUMO gap is 6.8568 eV. The HOMO energy is -8.09 eV. As for the max |F|: 6.19 eV Å⁻¹.

Element x y z (Å)
C (-0.891, 0.437, -0.515)
O (2.003, 0.208, 0.395)
C (-0.405, -0.554, 0.498)
H (-1.739, 0.238, -1.169)
H (-0.730, 1.476, -0.205)
H (2.372, 0.193, -0.400)
H (-1.123, -1.338, 0.593)
H (0.365, -0.203, -0.605)
H (0.148, -0.456, 1.407)

2.
C2HCl2NO3 | wB97M-V/def2-TZVPD

The calculation puts the LUMO energy (alpha / beta) at -2.65 / -2.65 eV. The relative energy (zero: lowest compared OMol25 entry of this formula, charge and spin) is 119.0 kcal per mole. The charge is 0. The SMILES is O=C(C(Cl)Cl)[N+](=O)[O-]. Its HOMO-LUMO gap (alpha / beta) is 8.9487 / 8.9627 eV. The HOMO energy (alpha / beta) is -11.60 / -11.62 eV. As for the max |F|: 12.76 eV Å⁻¹.

Element x y z (Å)
C (-0.461, 0.325, -0.110)
C (0.725, 0.220, -0.848)
N (-0.750, -0.276, 1.156)
O (-1.696, 1.068, -0.791)
O (-1.059, -1.461, 1.145)
O (-0.709, 0.453, 2.120)
Cl (0.647, -1.463, -1.451)
Cl (2.197, 0.251, 0.362)
H (1.107, 0.884, -1.584)

3.
C3H7N3O2 | wB97M-V/def2-TZVPD

The calculation puts the LUMO energy at 0.53 eV. The relative energy (zero: lowest compared OMol25 entry of this formula, charge and spin) is 35.2 kcal per mole. The charge is 0. The SMILES is NC(=O)CNC(N)=O. Its HOMO-LUMO gap is 10.1980 eV. The HOMO energy is -9.67 eV. As for the max |F|: 4.11 eV Å⁻¹.

Element x y z (Å)
O (0.033, 0.018, 1.814)
C (0.947, -0.467, 1.117)
N (2.098, -0.892, 1.727)
C (0.958, -0.703, -0.442)
N (-0.414, -0.729, -0.929)
C (-1.213, 0.557, -1.022)
N (-0.480, 1.715, -1.039)
O (-2.432, 0.473, -1.272)
H (2.120, -1.107, 2.681)
H (2.924, -1.201, 1.182)
H (1.453, -1.718, -0.772)
H (1.575, 0.039, -0.964)
H (-1.123, -1.322, -0.414)
H (0.299, 1.916, -0.470)
H (-0.643, 2.496, -1.813)